17
Properties=species:S:1:pos:R:3 method="wB97M-V/def2-TZVPD" spin_multiplicity=1 orbital_gap_ev=5.50 lumo_energy_ev=1.7 charge=-1 relative_energy_kcal_mol=25.4 e_homo_ev=-3.79
H -1.702 -1.778 0.660
C -1.215 -1.106 -0.013
C -0.045 -0.661 0.900
H -2.089 -0.902 -1.771
C -0.137 0.058 -1.876
F -0.641 -0.240 2.074
C 0.632 0.895 0.316
Br -3.821 2.106 -0.521
C -1.200 -0.676 -1.215
O 0.916 -1.523 1.218
H 0.068 -0.097 -2.898
N 1.750 0.800 1.116
C 0.788 0.673 -1.122
H -0.129 1.721 0.697
F 1.860 1.313 -1.694
N 2.116 -0.192 1.624
O 2.849 -0.391 2.504


43
Properties=species:S:1:pos:R:3 method="wB97M-V/def2-TZVPD" spin_multiplicity=1 orbital_gap_ev=8.47 lumo_energy_ev=0.2 charge=0 smiles="CCOC(=O)c1ccc(NC(=S)NCCc2ccccc2F)cc1" relative_energy_kcal_mol=0.3 e_homo_ev=-8.29
H 0.789 -1.552 -4.208
C -0.635 -1.211 1.183
H -1.019 -3.301 -2.819
H -3.140 1.041 1.527
C 3.649 1.931 2.746
C 3.817 1.924 4.259
C 1.470 0.957 -2.047
H 2.299 1.529 -1.661
C -1.923 -0.673 1.107
C -2.140 0.634 1.552
C 1.321 1.777 2.404
C -1.832 -1.396 -3.487
C -0.859 0.472 -2.103
N -1.915 -2.351 -1.223
H 4.722 2.460 4.528
N -2.999 -1.404 0.612
H 3.532 2.959 2.385
H 2.681 -0.240 -3.343
O 2.515 1.166 2.341
H -3.915 -1.132 0.948
C 0.618 -0.776 -3.476
O 1.176 2.927 2.744
H 4.500 1.457 2.253
H -2.770 -0.852 -3.371
H -0.469 -2.253 0.951
C 0.188 1.221 -1.600
C 0.422 -0.432 1.608
H -1.715 -1.678 -4.533
H -1.114 -1.809 -0.921
C -1.084 1.406 1.979
C 0.213 0.891 1.985
S -4.532 -2.694 -1.040
F -2.108 0.735 -1.648
H 3.885 0.902 4.626
H -2.802 -3.238 -2.859
C -3.063 -2.124 -0.551
H 2.965 2.412 4.728
C -1.896 -2.676 -2.629
H -1.237 2.426 2.299
C 1.682 -0.037 -2.989
H -0.011 1.990 -0.870
H 1.416 -0.848 1.655
C -0.681 -0.539 -3.041


25
Properties=species:S:1:pos:R:3 method="wB97M-V/def2-TZVPD" spin_multiplicity=1 orbital_gap_ev=10.09 lumo_energy_ev=1.0 charge=0 relative_energy_kcal_mol=41.5 e_homo_ev=-9.10
N -1.679 -0.043 0.988
H 0.448 -2.366 1.370
C 0.151 1.002 -0.379
H -0.713 -1.663 -0.875
H 3.890 -0.805 0.195
C 1.797 -1.170 0.267
C -1.332 -0.865 -1.260
H -1.975 1.725 -1.874
H 1.652 -1.725 -0.653
H -2.164 2.337 -0.228
H -1.001 -0.608 -2.262
H -1.763 0.763 1.599
H -0.986 -0.678 1.387
C 2.962 -0.235 0.264
C -2.226 1.447 -0.853
H 0.610 1.020 -1.364
C 1.146 -1.544 1.368
H -2.351 -1.225 -1.311
C -1.278 0.355 -0.343
H 2.922 0.432 -0.593
N 0.654 1.750 0.497
H 2.978 0.368 1.167
H 0.180 1.712 1.403
H 1.330 -1.061 2.316
H -3.250 1.076 -0.824


25
Properties=species:S:1:pos:R:3 method="wB97M-V/def2-TZVPD" spin_multiplicity=1 orbital_gap_ev=9.23 lumo_energy_ev=0.6 charge=0 smiles="Cc1ccc(O)cc1.CC(N)=O" relative_energy_kcal_mol=12.1 e_homo_ev=-8.60
H -1.613 -1.308 -1.780
C 1.358 -1.464 1.495
H -2.443 -1.057 0.927
H -1.484 -0.759 3.130
C 0.825 -1.736 0.228
C -0.581 -1.648 0.079
H -1.955 -2.847 -1.010
C -0.783 -1.035 2.340
H 1.473 1.195 -2.752
N -0.834 2.799 -1.335
O 1.006 -1.065 3.870
C 0.095 2.807 -2.359
C -1.153 -2.137 -1.222
H -1.087 1.984 -0.814
C 0.423 1.444 -2.905
H -0.463 -2.523 -1.970
C 0.568 -1.152 2.592
H 1.962 -1.119 3.913
H 1.351 -2.078 -0.641
H -0.167 0.664 -2.430
H 2.447 -1.513 1.526
H 0.277 1.514 -3.981
O 0.555 3.840 -2.794
C -1.401 -1.235 1.126
H -1.101 3.662 -0.905


- Which value of charge does entry 4 give?
  0